[1]
The following is a quantum chemistry calculation of a cluster of 2 separate species, C10H14F10O4S in total at a distorted geometry, from OMol25.

Values from the calculation:
Kohn-Sham gap = 10.888 eV
Multiplicity = 1
E_HOMO = -10.25 eV
M = 420.26 u
Maximum force = 1.08 eV Å⁻¹
E_LUMO = 0.641 eV

Positions of all 39 atoms, in Å:
S1 0.25720 1.75949 -1.04543
F1 3.37557 -1.68546 -1.22903
F2 4.91586 0.67189 -2.23341
F3 4.82906 -0.29333 1.65429
F4 -1.38147 1.37948 3.32988
F5 3.95611 -2.26664 1.25619
F6 2.82925 2.23000 -2.28206
F7 4.44522 1.50854 -0.24615
F8 2.68217 -0.49577 1.26051
F9 2.26037 0.17518 -2.67984
F10 5.45817 -1.23409 -0.74285
O1 1.79151 1.06991 -0.67258
O2 -2.87988 -1.01563 -0.37659
O3 -0.52303 0.64787 -1.50341
O4 -0.16322 2.00621 0.47793
C1 4.17747 -0.83203 -0.57950
C2 2.66488 1.00950 -1.70720
C3 -0.39148 0.81645 1.27603
C4 -4.14199 -0.53883 -0.84179
C5 -0.14964 1.11699 2.74030
C6 -5.07340 -1.70587 -1.13286
C7 3.89681 -0.95502 0.94236
C8 4.06551 0.59882 -1.18060
C9 -3.95636 0.34728 -2.06410
C10 0.48954 -0.03971 3.46273
H1 -2.48426 -1.53924 -1.07951
H2 -3.50441 -0.22082 -2.88135
H3 -5.19644 -2.32776 -0.24598
H4 -4.65653 -2.33667 -1.92271
H5 0.46900 2.00139 2.85062
H6 0.34411 0.06795 4.53101
H7 -4.91040 0.74876 -2.40944
H8 -4.55003 0.05424 -0.02229
H9 -1.42637 0.51704 1.16078
H10 1.55602 -0.04765 3.28332
H11 -3.28834 1.17706 -1.83700
H12 0.05043 -0.99031 3.18230
H13 -6.05628 -1.35850 -1.45417
H14 0.21925 -0.02072 0.96157

Just the Mulliken charges please, in e? Sure, here they are:
1 S 0.49
2 F -0.26
3 F -0.30
4 F -0.25
5 F -0.37
6 F -0.26
7 F -0.29
8 F -0.27
9 F -0.13
10 F -0.26
11 F -0.30
12 O -0.19
13 O -0.47
14 O -0.42
15 O -0.33
16 C 0.62
17 C 0.53
18 C -0.23
19 C 0.44
20 C 0.51
21 C -1.37
22 C 0.53
23 C 0.67
24 C -1.16
25 C -1.37
26 H 0.30
27 H 0.30
28 H 0.33
29 H 0.36
30 H 0.25
31 H 0.40
32 H 0.43
33 H 0.26
34 H 0.24
35 H 0.27
36 H 0.21
37 H 0.36
38 H 0.38
39 H 0.36

---

[2]
The following is a quantum chemistry calculation of an isolated molecule of C10H14FNO6S2 at a distorted geometry, from OMol25.

Values from the calculation:
Kohn-Sham gap = 9.912 eV
Multiplicity = 1
E_HOMO = -9.90 eV
M = 327.36 u
Structure (SMILES) = CC[C@@H](F)[C@]1(N=C=S)OS(=O)(=O)O[C@H]1CCCC(=O)O
Maximum force = 3.65 eV Å⁻¹
E_LUMO = 0.015 eV

Positions of all 34 atoms, in Å:
S1 2.62368 -1.18913 -1.83674
S2 -0.22596 -4.16052 -1.89320
F1 1.15296 -2.76312 1.90568
O1 -3.85478 2.90008 -2.25731
O2 4.02591 -0.99445 -1.82396
O3 -2.96830 0.95533 -2.90089
O4 2.16181 -1.83564 -3.01580
O5 2.06143 -1.96177 -0.54940
O6 1.71789 0.17404 -1.76188
N1 -0.24795 -2.00989 -0.17858
C1 -3.12515 1.97954 -1.99783
C2 1.11954 0.15690 -0.45834
C3 0.68289 0.72984 2.94792
C4 -1.40824 0.77334 -0.46974
C5 -2.36534 1.97524 -0.67022
C6 0.26482 -0.71562 2.56400
C7 0.05229 1.23793 -0.31087
C8 1.25199 -1.41269 1.62791
C9 0.96247 -1.22694 0.13318
C10 -0.16656 -3.04773 -0.81770
H1 0.24170 1.94982 -1.12149
H2 1.55538 1.05063 2.37723
H3 1.94482 0.55784 0.15746
H4 -1.68437 0.26795 0.45755
H5 -3.10557 1.94161 0.12474
H6 -0.73780 -0.76910 2.14316
H7 -2.03540 0.90917 -3.14329
H8 -1.79872 2.90451 -0.64275
H9 2.27738 -1.14593 1.88856
H10 -1.50669 0.01068 -1.23924
H11 0.15908 1.81538 0.60165
H12 -0.12585 1.40164 2.66086
H13 0.86498 0.83262 4.01242
H14 0.23564 -1.29156 3.48689

Just the Mulliken charges please, in e? Sure, here they are:
1 S 1.16
2 S -0.33
3 F -0.37
4 O -0.52
5 O -0.61
6 O -0.49
7 O -0.57
8 O -0.42
9 O -0.45
10 N -0.57
11 C 0.50
12 C -0.17
13 C -1.18
14 C -0.16
15 C -0.89
16 C -0.54
17 C -1.16
18 C -0.25
19 C 1.20
20 C 0.50
21 H 0.59
22 H 0.37
23 H 0.27
24 H -0.13
25 H 0.40
26 H 0.33
27 H 0.35
28 H 0.36
29 H 0.42
30 H 0.72
31 H 0.56
32 H 0.22
33 H 0.37
34 H 0.49

---

[3]
The following is a quantum chemistry calculation of a structure of composition C10H14GaN2P at a distorted geometry, from OMol25.

Values from the calculation:
Energy relative to the best compared isomer or geometry (same formula, charge and spin) = 0.1402 eV
Kohn-Sham gap (alpha / beta) = 4.051 / 4.863 eV
Multiplicity = 1
E_HOMO (alpha / beta) = -3.64 / -4.21 eV
M = 262.93 u
Maximum force = 2.23 eV Å⁻¹
E_LUMO (alpha / beta) = 0.413 / 0.650 eV

Positions of all 28 atoms, in Å:
Ga1 -0.09695 -0.19876 -1.35451
P1 -0.15361 -2.40602 -0.99673
N1 0.05811 0.02873 0.61862
N2 0.16931 0.25372 4.71889
C1 -0.41164 1.95619 -2.28028
C2 -1.29841 1.01913 -2.94480
C3 -1.00278 0.57356 1.28324
C4 1.13148 -0.49058 1.28480
C5 0.95383 1.55765 -2.56387
C6 -0.97294 0.66674 2.65906
C7 0.91179 0.35741 -3.37449
C8 1.18649 -0.42556 2.66214
C9 0.12831 0.16256 3.35283
C10 -0.48193 0.01648 -3.60038
H1 2.05939 -0.82860 3.16192
H2 1.84872 2.09256 -2.27025
H3 -1.81256 1.13608 3.15178
H4 -2.37494 1.10064 -3.00810
H5 -0.71889 2.83156 -1.71149
H6 -0.56567 0.66899 5.23759
H7 -1.83646 0.94363 0.66775
H8 -0.84854 -0.81466 -4.19937
H9 0.97205 -3.13478 -1.42203
H10 -0.24219 -2.75870 0.36476
H11 1.76815 -0.14939 -3.80095
H12 -1.22975 -3.10381 -1.56111
H13 0.93630 -0.09365 5.24350
H14 1.92332 -0.96110 0.68144

Just the Mulliken charges please, in e? Sure, here they are:
1 Ga -0.19
2 P 0.01
3 N -0.03
4 N -0.47
5 C -0.56
6 C -0.16
7 C -0.44
8 C -0.43
9 C -0.55
10 C -0.76
11 C -0.43
12 C -0.77
13 C 1.17
14 C -0.76
15 H 0.30
16 H 0.44
17 H 0.30
18 H 0.45
19 H 0.48
20 H 0.16
21 H 0.38
22 H 0.52
23 H 0.06
24 H 0.09
25 H 0.48
26 H 0.12
27 H 0.16
28 H 0.45

---

[4]
The following is a quantum chemistry calculation of a cluster of 2 separate species, C10H14IOP in total at a distorted geometry, from OMol25.

Values from the calculation:
Energy relative to the best compared isomer or geometry (same formula, charge and spin) = 2.2831 eV
Kohn-Sham gap (alpha / beta) = 6.719 / 5.693 eV
Multiplicity = 1
E_HOMO (alpha / beta) = -8.37 / -8.39 eV
M = 308.10 u
Maximum force = 1.61 eV Å⁻¹
E_LUMO (alpha / beta) = -1.650 / -2.695 eV

Positions of all 27 atoms, in Å:
I1 6.75432 -0.43128 0.11919
P1 3.57724 0.42741 -0.74167
O1 1.36695 1.10404 0.81787
C1 -0.77904 -1.21780 -1.08407
C2 2.22142 1.69173 -0.11643
C3 1.56692 2.46664 -1.25112
C4 -1.76393 -1.45995 -0.13763
C5 -0.53638 -0.09864 1.44833
C6 0.30056 -0.40094 -0.79498
C7 0.39520 0.20831 0.44638
C8 -0.35418 0.46254 2.82470
C9 -2.96143 -2.29268 -0.48254
C10 -1.60373 -0.91942 1.13200
H1 -3.51323 -1.83481 -1.30364
H2 -0.69002 1.49845 2.86526
H3 1.07217 -0.25142 -1.54157
H4 -3.62694 -2.38787 0.37113
H5 2.32145 3.06286 -1.75797
H6 2.79273 2.40879 0.49580
H7 -2.65776 -3.28845 -0.80127
H8 3.28080 -0.50160 0.25898
H9 0.69941 0.44786 3.09664
H10 -0.85646 -1.66642 -2.06358
H11 0.81482 3.13283 -0.83078
H12 1.08336 1.82165 -1.97918
H13 -0.91920 -0.11595 3.55186
H14 -2.33510 -1.13914 1.89610

Just the Mulliken charges please, in e? Sure, here they are:
1 I -0.10
2 P -0.08
3 O -0.48
4 C -1.07
5 C -0.23
6 C -1.13
7 C 0.62
8 C 0.67
9 C -0.38
10 C 0.99
11 C -1.47
12 C -1.45
13 C -0.64
14 H 0.33
15 H 0.29
16 H 0.23
17 H 0.36
18 H 0.43
19 H 0.52
20 H 0.33
21 H 0.12
22 H 0.34
23 H 0.39
24 H 0.33
25 H 0.34
26 H 0.42
27 H 0.31